C4H7NO in the gas phase, computed with ωB97M-V/def2-TZVPD.

Summary:
E_HOMO	-9.550	eV
SMILES string	CC/N=C\C=O
energy	-286.5552	hartree
gap between HOMO and LUMO	9.39	eV
spin multiplicity	1

Last column: Mulliken charge in e.
Atoms and positions in Å:
C  1.524  1.009  0.237  -1.03
C  0.195  0.901  -0.540  -0.14
N  0.163  -0.496  -0.940  -0.48
C  -0.559  -1.362  -0.361  0.02
C  -1.735  -1.168  0.547  -0.01
O  -2.235  -2.111  1.116  -0.45
H  2.143  1.833  -0.121  0.29
H  2.088  0.084  0.075  0.32
H  1.363  1.112  1.313  0.30
H  -0.664  1.244  0.056  0.18
H  0.231  1.523  -1.440  0.31
H  -0.335  -2.412  -0.557  0.37
H  -2.179  -0.157  0.617  0.33

C4H7NO in the gas phase at a distorted geometry, computed with ωB97M-V/def2-TZVPD.

Summary:
E_HOMO	-9.581	eV
SMILES string	C[C@H]1C=NOC1
energy	-286.5255	hartree
gap between HOMO and LUMO	10.53	eV
spin multiplicity	1

Last column: Mulliken charge in e.
Atoms and positions in Å:
C  -1.358  -0.566  0.255  -1.36
C  -0.052  0.217  0.520  0.48
C  1.247  -0.630  0.494  -0.34
N  1.955  -0.578  -0.548  -0.30
O  1.345  0.386  -1.419  -0.25
C  0.309  1.068  -0.631  -0.60
H  -1.098  -1.276  -0.575  0.34
H  -1.699  -1.214  0.992  0.40
H  -2.212  0.056  -0.108  0.31
H  -0.082  0.776  1.472  0.33
H  1.463  -1.411  1.189  0.43
H  0.646  1.987  -0.224  0.25
H  -0.464  1.184  -1.416  0.31

C4H7NO in the gas phase at a distorted geometry, computed with ωB97M-V/def2-TZVPD.

Summary:
E_HOMO	-9.749	eV
SMILES string	O=CNC1CC1
energy	-286.5309	hartree
gap between HOMO and LUMO	10.77	eV
spin multiplicity	1

Last column: Mulliken charge in e.
Atoms and positions in Å:
O  3.022  -1.415  -0.134  -0.48
C  2.102  -0.699  -0.437  0.17
N  0.802  -0.755  0.096  -0.32
C  -0.118  0.283  -0.307  -0.05
C  -1.071  0.573  0.863  -0.85
C  -1.556  0.017  -0.452  -0.50
H  2.229  0.101  -1.203  0.23
H  0.614  -0.374  1.039  0.32
H  0.337  1.138  -0.801  0.36
H  -1.158  -0.144  1.694  0.36
H  -1.221  1.603  1.159  0.27
H  -2.111  0.692  -1.083  0.23
H  -1.870  -1.021  -0.435  0.26

C4H7NO in the gas phase, computed with ωB97M-V/def2-TZVPD.

Summary:
E_HOMO	-8.818	eV
SMILES string	C=NC/C=C/O
energy	-286.5441	hartree
gap between HOMO and LUMO	9.69	eV
spin multiplicity	1

Last column: Mulliken charge in e.
Atoms and positions in Å:
C  0.929  -1.496  0.810  -0.40
N  -0.256  -1.182  1.125  -0.46
C  -0.497  0.254  1.208  -0.43
C  -0.606  0.845  -0.176  -0.46
C  -0.298  0.191  -1.297  0.06
O  -0.118  0.758  -2.520  -0.49
H  1.732  -0.756  0.668  0.30
H  1.174  -2.539  0.612  0.32
H  0.330  0.767  1.731  0.25
H  -1.403  0.435  1.799  0.35
H  -0.865  1.902  -0.234  0.27
H  -0.151  -0.882  -1.342  0.39
H  0.028  1.703  -2.383  0.29

C4H7NO in the gas phase at a distorted geometry, computed with ωB97M-V/def2-TZVPD.

Summary:
E_HOMO	-9.126	eV
SMILES string	C1OC[C@H]2N[C@@H]12
energy	-286.4790	hartree
gap between HOMO and LUMO	10.19	eV
spin multiplicity	1

Last column: Mulliken charge in e.
Atoms and positions in Å:
C  0.232  1.036  -0.987  -0.32
O  0.490  1.338  0.300  -0.41
C  0.479  0.319  1.317  -0.44
C  0.030  -0.939  0.499  0.18
N  -1.240  -0.666  0.007  -0.50
C  -0.151  -0.494  -0.890  -0.26
H  -0.618  1.757  -1.411  0.20
H  1.168  1.172  -1.385  0.28
H  1.511  0.225  1.945  0.20
H  -0.210  0.827  2.100  0.17
H  0.411  -2.110  0.574  0.30
H  -1.981  -1.259  -0.303  0.23
H  -0.122  -1.206  -1.766  0.37

C4H7NO in the gas phase, computed with ωB97M-V/def2-TZVPD.

Summary:
E_HOMO	-9.823	eV
SMILES string	CC(=O)[C@H]1CN1
energy	-286.5687	hartree
gap between HOMO and LUMO	10.85	eV
spin multiplicity	1

Last column: Mulliken charge in e.
Atoms and positions in Å:
C  -0.078  2.003  -0.169  -1.09
C  -0.528  0.558  -0.023  0.54
O  -1.675  0.299  0.290  -0.57
C  0.462  -0.549  -0.275  0.13
C  0.405  -1.713  0.670  -0.45
N  -0.027  -1.857  -0.697  -0.61
H  -0.562  2.469  -1.031  0.27
H  0.992  2.144  -0.301  0.33
H  -0.387  2.574  0.707  0.31
H  1.417  -0.282  -0.720  0.33
H  -0.339  -1.635  1.456  0.25
H  1.343  -2.186  0.969  0.25
H  -1.042  -1.829  -0.798  0.30

C4H7NO in the gas phase at a distorted geometry, computed with ωB97M-V/def2-TZVPD.

Summary:
E_HOMO	-9.741	eV
SMILES string	CC(=O)[C@H]1CN1
energy	-286.5470	hartree
gap between HOMO and LUMO	10.70	eV
spin multiplicity	1

Last column: Mulliken charge in e.
Atoms and positions in Å:
C  -1.896  0.650  -0.657  -1.00
C  -0.790  -0.205  0.001  0.62
O  -1.090  -1.219  0.601  -0.58
C  0.664  0.180  -0.196  -0.14
C  1.839  -0.061  0.884  -0.27
N  1.654  -1.027  -0.118  -0.54
H  -2.497  0.017  -1.323  0.28
H  -1.567  1.524  -1.233  0.33
H  -2.563  1.011  0.135  0.28
H  0.740  0.714  -1.163  0.26
H  1.572  -0.319  1.921  0.24
H  2.776  0.511  0.836  0.24
H  1.144  -1.812  0.290  0.29

A molecular structure, C4H7NO, computed with ωB97M-V/def2-TZVPD.

Summary:
E_HOMO	-8.913	eV
energy	-286.5283	hartree
gap between HOMO and LUMO	9.90	eV
spin multiplicity	1

Last column: Mulliken charge in e.
Atoms and positions in Å:
C  -1.820  -1.092  0.216  -0.75
N  -0.886  -0.878  -0.873  -0.53
C  0.219  -0.420  -0.510  0.60
C  0.814  0.933  -0.792  -0.41
C  1.635  0.654  0.468  -0.26
O  0.921  -0.595  0.671  -0.38
H  -1.436  -1.604  1.103  0.26
H  -2.736  -1.557  -0.144  0.26
H  -2.070  -0.062  0.522  0.26
H  -0.040  1.580  -0.557  0.16
H  1.247  1.227  -1.743  0.31
H  2.705  0.491  0.330  0.26
H  1.447  1.323  1.310  0.23

2 unconnected molecules or ions with the total composition C4H7NO at a distorted geometry, computed with ωB97M-V/def2-TZVPD.

Summary:
E_HOMO	-8.516	eV
SMILES string	CC1=CN1.C=O
energy	-286.4338	hartree
gap between HOMO and LUMO	9.43	eV
spin multiplicity	1

Last column: Mulliken charge in e.
Atoms and positions in Å:
C  -1.011  0.311  1.572  -0.99
C  -0.596  0.535  0.151  0.38
C  -0.796  0.855  -1.077  -0.26
N  0.573  0.542  -0.839  -0.39
H  -0.186  0.091  2.223  0.28
H  -1.818  -0.489  1.540  0.25
H  -1.574  1.148  2.033  0.34
H  -1.418  1.138  -1.913  0.35
H  1.039  1.417  -0.861  0.19
C  1.439  -1.328  -0.729  -0.07
O  1.326  -1.590  0.470  -0.56
H  2.327  -0.898  -1.190  0.24
H  0.696  -1.732  -1.381  0.24

C4H7NO in the gas phase, computed with ωB97M-V/def2-TZVPD.

Summary:
E_HOMO	-9.037	eV
SMILES string	CN1C[C@H]1C=O
energy	-286.5188	hartree
gap between HOMO and LUMO	9.98	eV
spin multiplicity	1

Last column: Mulliken charge in e.
Atoms and positions in Å:
C  1.673  0.373  -0.444  -0.80
N  0.574  0.362  0.463  -0.05
C  -0.656  1.007  0.393  -0.55
C  -0.470  -0.557  0.703  -0.04
C  -1.321  -1.279  -0.256  -0.10
O  -2.036  -2.208  0.048  -0.50
H  2.246  1.272  -0.211  0.30
H  1.463  0.359  -1.526  0.31
H  2.290  -0.491  -0.191  0.30
H  -1.029  1.604  1.216  0.24
H  -0.955  1.407  -0.593  0.27
H  -0.388  -1.048  1.683  0.34
H  -1.383  -0.821  -1.255  0.29

C4H7NO in the gas phase at a distorted geometry, computed with ωB97M-V/def2-TZVPD.

Summary:
E_HOMO (spin up / spin down)	-7.355 / -7.355	eV
energy	-286.4422	hartree
gap between HOMO and LUMO (spin up / spin down)	7.50 / 7.50	eV
spin multiplicity	1

Last column: Mulliken charge in e.
Atoms and positions in Å:
C  -1.733  0.369  0.307  -0.82
N  -0.457  0.363  -0.403  -0.20
C  0.095  -0.878  -1.221  0.30
C  0.971  -0.461  0.122  0.02
C  2.113  0.247  0.298  -0.91
O  -0.626  -1.798  -1.447  -0.44
H  -0.091  1.275  -0.657  0.35
H  0.701  -1.216  0.853  0.31
H  -1.617  0.776  1.313  0.31
H  -2.466  0.963  -0.242  0.31
H  -2.094  -0.659  0.356  0.29
H  2.408  1.050  -0.364  0.25
H  2.798  -0.032  1.085  0.24

C4H7NO in the gas phase, computed with ωB97M-V/def2-TZVPD.

Summary:
E_HOMO	-9.737	eV
SMILES string	C[C@H]1CNC1=O
energy	-286.5948	hartree
gap between HOMO and LUMO	10.70	eV
spin multiplicity	1

Last column: Mulliken charge in e.
Atoms and positions in Å:
C  -1.496  0.545  -0.584  -1.22
C  -0.042  0.505  -0.122  0.32
C  0.277  -0.420  1.068  -0.56
N  1.559  -0.708  0.439  -0.18
C  1.199  -0.186  -0.786  0.27
O  1.735  -0.242  -1.863  -0.60
H  -1.630  0.757  -1.648  0.32
H  -2.014  -0.392  -0.350  0.31
H  -2.020  1.331  -0.025  0.33
H  0.295  1.522  0.105  0.25
H  -0.380  -1.299  1.082  0.26
H  0.311  0.048  2.054  0.27
H  2.206  -1.460  0.629  0.22

C4H7NO in the gas phase at a distorted geometry, computed with ωB97M-V/def2-TZVPD.

Summary:
E_HOMO	-10.899	eV
SMILES string	C[C@@H](O)CC#N
energy	-286.5826	hartree
gap between HOMO and LUMO	11.51	eV
spin multiplicity	1

Last column: Mulliken charge in e.
Atoms and positions in Å:
C  1.199  0.166  -0.649  -1.24
C  -0.161  -0.507  -0.501  0.08
O  -0.013  -1.896  -0.286  -0.53
C  -1.008  0.065  0.638  -0.29
C  -1.227  1.503  0.529  0.15
N  -0.955  2.566  0.891  -0.46
H  1.747  -0.327  -1.458  0.34
H  1.121  1.233  -0.875  0.40
H  1.792  0.067  0.272  0.33
H  -0.726  -0.386  -1.432  0.31
H  0.620  -1.993  0.443  0.36
H  -0.431  0.039  1.570  0.22
H  -1.932  -0.495  0.788  0.35

C4H7NO in the gas phase at a distorted geometry, computed with ωB97M-V/def2-TZVPD.

Summary:
E_HOMO	-9.761	eV
SMILES string	C[C@H]1CC(=O)N1
energy	-286.5388	hartree
gap between HOMO and LUMO	10.46	eV
spin multiplicity	1

Last column: Mulliken charge in e.
Atoms and positions in Å:
C  -0.120  0.747  -1.483  -1.43
C  -0.276  -0.128  -0.286  0.34
C  0.851  -0.727  0.557  -0.45
C  0.188  -0.017  1.743  0.45
O  0.444  0.089  2.909  -0.52
N  -0.870  0.542  0.925  -0.58
H  -1.069  1.266  -1.677  0.32
H  0.655  1.499  -1.338  0.33
H  0.121  0.100  -2.329  0.34
H  -1.013  -0.943  -0.578  0.29
H  0.796  -1.818  0.638  0.22
H  1.857  -0.413  0.289  0.28
H  -1.563  -0.196  0.630  0.41

C4H7NO in the gas phase, computed with ωB97M-V/def2-TZVPD.

Summary:
E_HOMO	-6.267	eV
energy	-286.4305	hartree
gap between HOMO and LUMO	6.78	eV
spin multiplicity	1

Last column: Mulliken charge in e.
Atoms and positions in Å:
C  1.521  -1.025  0.523  -0.88
C  0.920  -0.198  -0.603  -0.58
C  -1.554  0.166  -0.798  -0.29
N  -0.301  0.465  -0.159  0.10
C  -0.953  1.300  0.601  0.17
O  -2.193  1.153  0.119  -0.38
H  1.490  -0.576  1.538  0.25
H  2.580  -1.198  0.296  0.30
H  1.070  -2.028  0.614  0.21
H  1.585  0.589  -0.976  0.11
H  -1.577  0.477  -1.841  0.31
H  -1.890  -0.854  -0.616  0.28
H  -0.709  1.973  1.421  0.39

C4H7NO in the gas phase, computed with ωB97M-V/def2-TZVPD.

Summary:
E_HOMO	-9.441	eV
SMILES string	ON=C1CCC1
energy	-286.5233	hartree
gap between HOMO and LUMO	10.54	eV
spin multiplicity	1

Last column: Mulliken charge in e.
Atoms and positions in Å:
O  0.446  -0.150  2.560  -0.38
N  -0.358  -0.834  1.645  -0.59
C  -0.272  -0.283  0.509  0.35
C  0.516  0.868  -0.043  -0.43
C  0.235  0.297  -1.456  -0.52
C  -0.819  -0.670  -0.845  -0.39
H  0.345  -0.679  3.360  0.36
H  -0.032  1.793  0.161  0.23
H  1.548  0.981  0.293  0.32
H  -0.118  1.009  -2.206  0.28
H  1.090  -0.253  -1.860  0.24
H  -1.851  -0.353  -1.014  0.23
H  -0.731  -1.726  -1.102  0.28

2 unconnected molecules or ions with the total composition C4H7NO at a distorted geometry, computed with ωB97M-V/def2-TZVPD.

Summary:
E_HOMO (spin up / spin down)	-7.792 / -7.792	eV
energy	-286.4487	hartree
gap between HOMO and LUMO (spin up / spin down)	7.12 / 7.12	eV
spin multiplicity	1

Last column: Mulliken charge in e.
Atoms and positions in Å:
O  -0.492  1.364  1.320  -0.64
C  -0.747  -0.575  0.647  -0.43
C  -0.716  -0.446  -0.822  -0.12
C  0.607  0.302  -0.832  -1.11
C  1.761  -0.517  -0.834  0.44
N  2.670  -1.246  -0.766  -0.53
H  -0.122  1.440  2.214  0.36
H  -1.646  -0.482  1.248  0.28
H  0.073  -1.133  1.092  0.31
H  -1.539  0.181  -1.173  0.23
H  -0.747  -1.406  -1.356  0.31
H  0.277  1.302  0.669  0.40
H  0.649  1.231  -1.393  0.51

C4H7NO in the gas phase at a distorted geometry, computed with ωB97M-V/def2-TZVPD.

Summary:
E_HOMO	-9.269	eV
SMILES string	ON=C1CCC1
energy	-286.4550	hartree
gap between HOMO and LUMO	10.38	eV
spin multiplicity	1

Last column: Mulliken charge in e.
Atoms and positions in Å:
O  -1.060  1.925  1.203  -0.38
N  -1.213  0.545  1.198  -0.60
C  -0.607  0.052  0.207  0.50
C  0.339  0.635  -0.808  -0.44
C  1.149  -0.748  -0.514  -0.68
C  -0.174  -1.370  0.167  -0.44
H  -1.726  2.172  1.849  0.37
H  -0.145  0.927  -1.747  0.28
H  0.885  1.545  -0.464  0.26
H  1.415  -1.561  -1.171  0.26
H  2.078  -0.174  -0.419  0.31
H  -0.672  -2.010  -0.602  0.25
H  -0.268  -1.937  1.100  0.31